The following is a quantum chemistry calculation of a molecular structure, C50H98BCdN13O20P3, from the OMol25 dataset.

Each line ends with the Mulliken charge.
Cartesian coordinates (Å):
Cd1 -0.90424 -2.89489 -2.81956  2.84
O1 3.96208 1.58174 0.59502  -0.61
C1 2.79521 1.37733 0.47357  -0.11
O2 2.24662 0.18232 0.74232  0.56
B1 0.77743 0.41437 0.63224  0.19
O3 0.55701 1.84738 0.38739  0.41
C2 1.73690 2.40670 0.28411  0.57
O4 1.91402 3.61434 0.03566  -0.73
O5 -0.09783 -0.15900 1.67219  -0.65
C3 -0.96772 -0.93150 1.05479  -0.71
O6 -1.83355 -1.60218 1.60976  -0.51
C4 -0.66720 -0.91860 -0.41159  0.40
O7 0.34897 -0.28900 -0.62105  1.13
O8 -1.34215 -1.53145 -1.24511  0.38
N1 -0.98594 4.69868 0.89524  0.34
C5 -1.78430 4.35122 -0.14362  -0.39
C6 -2.73966 5.35778 -0.17268  -0.99
C7 -2.58174 6.24923 0.90467  -0.91
C8 -1.48017 5.78271 1.52381  -0.01
H1 -0.27743 4.06175 1.23052  -0.02
H2 -1.54831 3.52147 -0.79341  0.45
H3 -3.44995 5.40635 -0.98480  0.41
H4 -3.11877 7.12115 1.24783  0.46
H5 -1.00748 6.22225 2.38970  0.38
N2 6.41580 2.73513 -1.70899  0.09
C9 5.29458 2.56170 -2.52148  -0.62
C10 5.57235 2.82504 -3.84819  -0.33
C11 6.98426 3.32510 -3.88114  -0.77
C12 7.45560 3.15646 -2.55807  -0.54
H6 6.41960 2.59794 -0.70837  0.25
H7 4.38912 2.18699 -2.06746  0.53
H8 4.91773 2.84102 -4.70704  0.56
H9 7.60684 3.63225 -4.70846  0.39
H10 8.41367 3.39625 -2.12104  0.43
N3 7.81727 -1.60389 -1.69479  0.06
C13 7.37541 -2.58839 -0.92202  -0.90
C14 6.00367 -2.43572 -0.75022  -1.07
C15 5.64156 -1.19369 -1.30344  1.14
C16 6.78006 -0.74498 -1.87863  -1.05
H11 8.75870 -1.35608 -1.96386  0.24
H12 7.98410 -3.40593 -0.56495  0.43
H13 5.44772 -3.05661 -0.06333  0.54
H14 4.78152 -0.56835 -1.11450  0.28
H15 6.82879 0.20646 -2.38735  0.51
N4 -4.01860 -3.84046 4.19646  0.11
C17 -4.53693 -3.11905 3.12203  -0.79
C18 -5.64979 -3.74621 2.80316  -0.12
C19 -5.80608 -4.88143 3.56272  -0.79
C20 -4.75528 -4.92116 4.46763  -0.45
H16 -3.17121 -3.66490 4.71723  0.17
H17 -4.11754 -2.26087 2.61800  0.43
H18 -6.30194 -3.42553 2.00425  0.56
H19 -6.62632 -5.58004 3.48818  0.43
H20 -4.42240 -5.59125 5.24646  0.40
O9 -0.27113 -1.27993 -3.80917  -0.54
P1 0.18901 0.10003 -4.22772  -0.38
N5 -0.56221 1.44804 -3.38397  0.61
C21 0.11828 2.72824 -3.13835  -0.72
C22 -1.99018 1.37487 -3.00531  -0.35
N6 -0.04006 0.53290 -5.90532  0.50
C23 0.16525 1.84044 -6.39654  -0.99
C24 -0.54792 -0.52333 -6.88054  -1.04
N7 1.95165 0.38556 -4.13383  0.47
C25 2.84738 -0.23169 -5.11799  -0.92
C26 2.56328 0.22624 -2.84196  -0.49
H21 1.11353 2.83801 -3.56907  0.25
H22 0.10043 2.87322 -2.05818  -0.19
H23 -0.48140 3.59919 -3.40276  0.39
H24 -2.15961 0.98537 -2.00147  -0.08
H25 -2.43721 0.67161 -3.70794  -0.33
H26 -2.49500 2.32478 -3.18114  0.56
H27 1.03960 2.41059 -6.08267  0.25
H28 0.09297 1.88627 -7.48317  0.37
H29 -0.75039 2.33323 -6.06962  0.26
H30 -1.60401 -0.26005 -6.93930  0.54
H31 -0.06825 -0.39363 -7.85069  0.34
H32 -0.34717 -1.51976 -6.48693  0.17
H33 3.19206 -1.21787 -4.80695  0.19
H34 2.29963 -0.27767 -6.05925  0.43
H35 3.70394 0.41688 -5.30171  0.20
H36 2.23718 1.07239 -2.23716  -0.50
H37 3.64862 0.12579 -2.83559  0.75
H38 2.26020 -0.68049 -2.31846  -0.33
O10 -2.83564 -2.67995 -3.29331  -0.07
P2 -4.27857 -2.34806 -3.37277  -0.21
N8 -4.75768 -0.96722 -4.35592  0.50
C27 -5.96226 -0.09899 -4.22418  -1.25
C28 -4.21340 -0.92516 -5.70920  -1.08
N9 -5.11098 -2.10300 -1.91979  0.52
C29 -4.71376 -0.98347 -1.08212  -1.04
C30 -5.98817 -3.10000 -1.25628  -0.55
N10 -5.31507 -3.53047 -4.20260  0.15
C31 -6.71305 -3.33046 -4.59948  -1.21
C32 -4.93786 -4.95878 -4.21198  -1.06
H39 -6.30999 0.11336 -3.21320  0.28
H40 -6.75897 -0.40848 -4.90061  0.34
H41 -5.70262 0.84248 -4.70823  0.50
H42 -4.80755 -0.25970 -6.33551  0.55
H43 -4.14740 -1.87903 -6.23253  0.37
H44 -3.27993 -0.37382 -5.59621  -0.09
H45 -3.93567 -1.38008 -0.42991  0.04
H46 -4.43444 -0.08095 -1.62576  0.23
H47 -5.55842 -0.77515 -0.42542  0.45
H48 -6.31222 -3.84244 -1.98559  0.23
H49 -5.56483 -3.60926 -0.39052  -0.15
H50 -6.80462 -2.63120 -0.70699  0.36
H51 -7.26412 -4.26697 -4.68527  0.44
H52 -7.30358 -2.89803 -3.79178  0.37
H53 -6.65802 -2.75491 -5.52350  0.29
H54 -5.62058 -5.59051 -3.64373  0.37
H55 -3.92205 -5.11544 -3.84907  0.18
H56 -4.99456 -5.34968 -5.22789  0.37
O11 2.98395 6.24773 4.84837  -0.92
P3 1.58250 6.02845 5.27093  0.31
N11 0.45517 7.22071 4.61688  0.36
C33 -0.94145 7.26870 5.02510  -1.06
C34 0.85958 8.37326 3.93189  -1.16
N12 1.45752 6.18905 6.94398  0.28
C35 1.92827 5.03599 7.77141  -1.23
C36 1.55430 7.43902 7.69512  -1.10
N13 0.90468 4.58352 4.77083  0.72
C37 1.53485 3.81068 3.72224  -1.22
C38 -0.21456 3.90390 5.40179  -0.98
H57 -1.19825 6.28433 5.41645  0.17
H58 -1.61920 7.63201 4.25260  0.46
H59 -1.07566 7.93719 5.87552  0.31
H60 1.94117 8.38656 4.06627  0.34
H61 0.24460 9.24056 4.17208  0.42
H62 0.71362 8.22032 2.86259  0.23
H63 2.37593 4.13004 7.36281  0.35
H64 2.62127 5.42899 8.51532  0.42
H65 1.06230 4.61201 8.27978  0.37
H66 0.86981 8.19278 7.30597  0.27
H67 1.23322 7.37258 8.73464  0.43
H68 2.59741 7.73606 7.80365  0.38
H69 0.98017 2.89620 3.51205  0.27
H70 1.55165 4.37596 2.79043  0.37
H71 2.56600 3.66467 4.04396  0.40
H72 -1.18319 4.22236 5.01649  0.20
H73 -0.08415 4.06361 6.47211  0.33
H74 -0.11452 2.83387 5.21984  0.23
C39 -1.03858 -0.05772 5.57041  -1.06
C40 -0.11322 -1.26367 5.37404  -0.37
O12 0.71673 -0.92037 4.37254  0.12
C41 2.09438 -0.69674 4.52235  0.48
O13 2.77742 -0.84218 5.58826  -0.67
O14 2.67679 -0.34736 3.41315  0.04
C42 4.06649 -0.37170 3.27484  -0.79
H75 -2.01134 -0.49026 5.80436  0.40
H76 -1.20705 0.45602 4.62395  0.10
H77 -0.59102 0.57391 6.33776  0.37
H78 -0.58817 -2.19492 5.06530  0.19
H79 0.39610 -1.33736 6.33490  0.44
H80 4.52966 -1.15894 3.86966  0.41
H81 4.66442 0.47821 3.60381  0.32
H82 4.30913 -0.48636 2.21839  0.07
C43 1.06131 -7.73601 0.12555  -1.16
C44 -0.06199 -6.82334 0.73059  -0.03
O15 -0.29752 -5.85765 -0.38337  -0.21
C45 -1.28159 -4.95860 -0.32200  -0.09
O16 -1.47528 -4.23140 -1.28936  -0.35
O17 -2.07658 -5.15449 0.83887  0.06
C46 -3.37734 -5.72915 0.72085  -0.11
H83 1.71062 -8.23933 0.84189  0.42
H84 1.86134 -7.20681 -0.39215  0.20
H85 0.55057 -8.39132 -0.58002  0.33
H86 0.27674 -6.35033 1.65233  0.22
H87 -0.99660 -7.36502 0.87611  0.32
H88 -3.90931 -5.18496 -0.05951  -0.05
H89 -4.04673 -5.62703 1.57500  -0.06
H90 -3.40180 -6.81404 0.61825  0.28
C47 1.77446 -3.21258 2.01868  -0.04
C48 2.64332 -3.12918 0.75474  0.06
O18 1.74528 -2.80474 -0.30601  0.21
C49 1.90219 -3.31004 -1.52958  0.34
O19 1.06223 -3.20449 -2.48697  -1.55
O20 3.17670 -3.91746 -1.67090  -0.22
C50 3.65610 -4.53309 -2.75728  -0.85
H91 1.18288 -2.30965 2.16982  -0.41
H92 2.44752 -3.38039 2.85947  0.49
H93 1.11076 -4.05650 1.83055  -0.32
H94 2.93121 -4.16404 0.56957  0.84
H95 3.60908 -2.62478 0.72308  -0.52
H96 4.72423 -4.69832 -2.61613  0.34
H97 3.44542 -4.02322 -3.69736  0.25
H98 3.18748 -5.48752 -2.99721  0.33

Results
HOMO-LUMO gap = 6.90 eV
highest occupied orbital energy = -0.335 hartree
calculated total energy = -146864.9441 eV
net charge = +1